# 1
54
Properties=species:S:1:pos:R:3:forces:R:3 method="wB97M-V/def2-TZVPD" de_lowest_kj_mol=0.00 homo_energy_ev="-5.469 / -5.456" max_force_ev_per_a=0.461 homo_lumo_gap_ev="7.72 / 7.55" charge=-1 spin_multiplicity=2
Fe 0.944 0.801 -0.440 0.3363 0.2661 -0.1705
O 0.237 -2.245 -2.903 -0.0072 0.0324 0.0163
C 0.549 -1.224 -2.313 -0.0108 -0.0048 -0.0099
O 0.399 -0.977 -1.056 -0.1047 -0.0532 0.1601
C 1.204 -0.073 -3.060 -0.0208 -0.0218 -0.0028
C 1.614 -0.008 -4.378 0.0002 0.0052 -0.0086
C 2.243 1.159 -4.804 -0.0123 0.0044 0.0071
C 2.460 2.216 -3.925 -0.0146 0.0071 -0.0084
C 2.020 2.074 -2.622 -0.0016 0.0241 0.0087
N 1.407 0.960 -2.265 0.0046 -0.0562 0.0717
C 2.184 3.043 -1.456 -0.0301 -0.0247 0.0051
O 2.709 4.122 -1.636 -0.0048 -0.0064 0.0019
O 1.731 2.567 -0.336 0.0143 -0.0631 -0.0446
H 1.449 -0.853 -5.030 -0.0020 0.0025 -0.0029
H 2.579 1.240 -5.830 0.0019 -0.0007 0.0012
H 2.960 3.128 -4.218 0.0044 -0.0047 -0.0041
Cl 5.470 -0.800 0.625 0.0000 -0.0006 0.0018
C 4.207 -0.279 1.692 -0.0077 -0.0212 0.0100
C 4.458 -0.227 3.074 0.0095 -0.0053 -0.0107
C 3.495 0.177 3.953 -0.0116 0.0120 0.0100
Cl 3.850 0.230 5.660 0.0004 -0.0024 -0.0044
C 2.212 0.560 3.493 0.0123 -0.0074 -0.0019
C 1.134 1.005 4.290 -0.0146 0.0017 -0.0149
C -0.048 1.346 3.697 0.0087 -0.0116 0.0203
C -0.184 1.250 2.301 -0.0228 -0.0314 -0.0153
N 0.802 0.840 1.546 -0.1102 -0.1311 -0.0898
C 1.989 0.497 2.109 0.0511 -0.0365 -0.0402
C 2.977 0.072 1.165 -0.0547 0.0445 0.0030
O 2.654 0.044 -0.092 -0.0034 0.0700 0.0428
H 5.435 -0.512 3.437 -0.0002 -0.0017 -0.0011
H 1.259 1.070 5.363 0.0013 0.0007 -0.0009
H -0.889 1.687 4.285 0.0001 0.0028 -0.0045
H -1.109 1.493 1.799 0.0015 0.0020 0.0075
N -4.378 4.132 -0.933 -0.0036 0.0026 0.0058
C -3.782 3.141 -0.999 -0.0020 -0.0241 0.0173
N -3.211 1.952 -1.094 0.0502 0.0483 -0.0679
C -1.948 1.793 -0.937 -0.0786 -0.0694 0.0955
N -0.827 1.520 -0.791 0.0006 -0.0516 -0.0338
C -4.680 -0.560 1.116 0.0119 0.0173 0.0128
C -3.998 -1.878 0.787 -0.0555 -0.0477 -0.1533
S -2.349 -1.558 0.115 0.0747 0.0903 0.1075
O -1.582 -1.025 1.280 -0.0626 -0.0124 0.0922
C -1.843 -3.279 -0.103 0.0236 0.0424 -0.0099
C -2.392 -3.871 -1.392 0.0030 0.0155 -0.0007
H -5.662 -0.737 1.557 -0.0045 -0.0042 -0.0094
H -4.799 0.058 0.226 0.0048 -0.0064 0.0014
H -4.080 0.001 1.833 -0.0026 -0.0047 -0.0001
H -4.550 -2.447 0.034 -0.0323 0.0149 0.0272
H -3.857 -2.497 1.676 0.0282 -0.0017 -0.0033
H -2.142 -3.836 0.788 0.0102 0.0268 0.0295
H -0.755 -3.207 -0.132 0.0011 -0.0117 -0.0319
H -3.481 -3.802 -1.442 0.0066 -0.0153 -0.0070
H -2.126 -4.927 -1.461 0.0177 0.0073 -0.0099
H -1.962 -3.358 -2.252 -0.0033 -0.0071 0.0057

# 2
98
Properties=species:S:1:pos:R:3:forces:R:3 method="wB97M-V/def2-TZVPD" de_lowest_kj_mol=96.98 homo_energy_ev="-11.898 / -11.495" max_force_ev_per_a=1.051 homo_lumo_gap_ev="7.39 / 6.45" charge=+2 spin_multiplicity=4
Re 0.060 0.283 -0.256 0.1141 0.0244 -0.0013
C -0.004 -0.184 2.859 -0.0747 0.0496 -0.0571
N 1.039 -0.358 1.815 -0.3092 0.1245 -0.2690
C 1.520 -1.749 1.789 0.0457 -0.1764 -0.0737
C 0.523 -2.717 1.204 -0.0790 -0.0685 -0.0138
C 0.601 -4.078 1.468 0.0033 -0.0183 0.0569
C -0.298 -4.931 0.849 0.0066 0.0392 -0.0002
C -1.258 -4.396 -0.001 -0.0248 0.0008 0.0022
C -1.267 -3.029 -0.200 -0.0252 -0.0119 0.0352
N -0.388 -2.210 0.378 0.1579 0.0855 0.0396
C 2.195 0.515 2.094 0.1208 0.0778 -0.0336
C 1.829 1.974 2.036 0.0634 0.0978 0.0869
C 2.513 2.914 2.793 0.0042 0.0332 0.0502
C 2.119 4.242 2.725 -0.0636 -0.0512 -0.0011
C 1.052 4.581 1.906 -0.0040 -0.0015 0.0293
C 0.442 3.581 1.171 -0.0536 0.0969 0.0264
N 0.822 2.303 1.229 -0.0281 -0.1108 -0.0596
C -1.399 0.115 2.359 0.0309 0.0064 0.0081
C -2.425 0.145 3.293 -0.0475 -0.0123 0.0469
C -3.725 0.381 2.887 0.1056 0.0035 -0.0794
C -3.967 0.538 1.529 -0.0351 -0.0376 0.0322
C -2.900 0.498 0.660 -0.0763 0.0293 -0.0394
N -1.622 0.332 1.049 -0.5413 0.0189 0.3299
H 0.288 0.626 3.530 0.0190 -0.0042 0.0012
H -0.066 -1.086 3.473 0.0384 0.0041 0.0202
H 1.804 -2.081 2.793 0.0222 0.0441 0.0101
H 2.424 -1.789 1.176 0.0199 0.0811 -0.0064
H 1.352 -4.460 2.148 -0.0117 0.0013 -0.0039
H -0.256 -5.996 1.030 -0.0020 0.0049 0.0067
H -1.986 -5.029 -0.489 0.0015 0.0084 -0.0021
H -2.002 -2.550 -0.838 0.0369 -0.0358 0.0235
H 2.968 0.312 1.347 -0.0581 -0.0720 -0.0131
H 2.622 0.283 3.077 0.0154 -0.0096 -0.0058
H 3.331 2.611 3.434 -0.0213 -0.0199 0.0055
H 2.630 4.996 3.308 -0.0059 -0.0025 0.0083
H 0.697 5.600 1.838 0.0034 -0.0098 -0.0180
H -0.391 3.804 0.513 0.0325 0.0076 0.0217
H -2.197 -0.025 4.338 0.0148 0.0168 -0.0067
H -4.530 0.430 3.607 0.0005 -0.0340 0.0011
H -4.967 0.688 1.148 0.0138 0.0138 -0.0075
H -3.053 0.608 -0.402 0.0581 0.0617 -0.0304
C 0.044 3.243 -2.527 -0.0927 -0.0675 0.0390
C -1.195 2.350 -2.629 -0.0069 -0.1549 0.0604
C -2.265 2.855 -1.664 0.0931 0.0025 -0.1141
C -1.737 2.423 -4.061 0.0681 0.0237 0.0513
C -0.693 0.903 -2.290 0.7266 0.5019 0.5695
H -0.236 4.291 -2.644 0.0281 0.0105 -0.0101
H 0.768 2.995 -3.306 0.0406 0.0111 0.0332
H 0.519 3.120 -1.549 -0.0068 0.0689 -0.0278
H -2.464 3.911 -1.858 -0.0526 -0.0119 0.0004
H -1.939 2.754 -0.628 -0.0526 -0.0227 0.0142
H -3.210 2.322 -1.799 -0.0057 -0.0225 0.0747
H -1.892 3.464 -4.345 -0.0194 -0.0044 -0.0285
H -2.700 1.917 -4.159 0.0040 -0.0035 -0.0107
H -1.037 1.982 -4.776 -0.0022 0.0265 0.0056
H 0.200 0.776 -2.919 -0.1732 -0.1453 -0.1004
C -4.691 -1.352 -3.509 0.0463 0.0902 0.0316
C -3.258 -1.680 -3.958 -0.3085 -0.3341 -0.4011
C -2.869 -3.119 -3.578 0.0541 0.0753 0.0550
C -3.107 -1.472 -5.479 0.0127 0.0161 0.0412
C -2.338 -0.762 -3.299 0.2059 0.1695 0.3830
N -1.596 -0.055 -2.791 -0.5159 -0.2303 -0.5019
H -5.370 -2.088 -3.937 0.0277 -0.0197 -0.0055
H -4.996 -0.367 -3.864 0.0059 0.0047 0.0231
H -4.788 -1.380 -2.423 -0.0164 -0.0496 0.0009
H -3.468 -3.813 -4.167 -0.0355 0.0335 -0.0059
H -3.059 -3.314 -2.523 -0.0308 -0.0218 -0.0493
H -1.817 -3.310 -3.793 -0.0104 -0.0341 0.0003
H -3.773 -2.166 -5.990 0.0024 -0.0065 0.0110
H -2.086 -1.667 -5.804 -0.0162 -0.0205 -0.0127
H -3.382 -0.458 -5.770 0.0140 0.0057 0.0193
C 3.672 4.371 -0.658 0.1063 -0.0953 0.0056
C 4.721 3.268 -0.777 -0.1493 0.1567 -0.0324
N 5.073 2.978 -2.158 -0.0169 0.0307 -0.0337
C 5.874 3.979 -2.880 -0.1179 0.0139 -0.1657
C 5.072 4.717 -3.947 0.0768 -0.0778 0.1198
C 4.807 1.829 -2.813 0.1132 -0.0794 0.0517
O 5.237 1.577 -3.927 -0.0512 0.0835 0.0459
C 3.953 0.751 -2.178 -0.0031 -0.1693 -0.1115
C 4.399 -0.559 -2.335 -0.0360 0.0443 0.0226
C 3.553 -1.597 -1.988 0.0014 0.0490 -0.0272
C 2.297 -1.304 -1.496 -0.0062 -0.0422 -0.1166
N 1.862 -0.046 -1.288 0.6013 -0.1753 -0.2429
C 2.687 0.956 -1.657 -0.0045 0.1661 0.0267
H 3.380 4.502 0.383 0.0332 0.0229 -0.0470
H 2.783 4.133 -1.246 -0.0268 0.0051 0.0120
H 4.067 5.319 -1.021 -0.0279 0.0108 -0.0113
H 4.374 2.354 -0.297 0.0238 -0.0298 0.0080
H 5.629 3.580 -0.255 0.0201 -0.0756 0.0244
H 6.713 3.463 -3.347 0.0226 0.0176 0.0443
H 6.262 4.677 -2.140 0.0301 -0.0345 0.0398
H 4.703 4.012 -4.688 -0.0248 0.0071 -0.0324
H 5.713 5.439 -4.453 -0.0243 0.0123 0.0005
H 4.229 5.251 -3.507 -0.0018 0.0178 -0.0230
H 5.372 -0.743 -2.768 -0.0032 0.0177 -0.0158
H 3.846 -2.628 -2.122 -0.0117 0.0060 -0.0099
H 1.593 -2.099 -1.285 -0.0155 0.0103 0.1457
H 2.289 1.957 -1.544 0.0412 -0.0383 0.0565

# 3
18
Properties=species:S:1:pos:R:3:forces:R:3 method="wB97M-V/def2-TZVPD" de_lowest_kj_mol=357.41 homo_energy_ev="-8.595 / -8.595" max_force_ev_per_a=5.306 homo_lumo_gap_ev="8.32 / 8.32"
C -1.374 0.822 1.668 -2.7423 0.8331 -3.2402
C -1.006 1.226 0.228 4.8515 -0.2497 2.1332
C -0.632 -0.058 -0.508 -2.0964 -0.6685 -0.2099
C -0.100 0.001 -1.856 3.4815 -0.3578 0.4355
N 2.292 -1.008 -1.203 -2.5021 1.1535 -1.4238
O 1.348 -1.617 1.157 -3.8042 -2.0226 -2.1793
S 1.440 -0.314 -2.402 -1.1175 -0.5812 2.3210
H -0.745 0.230 2.213 2.0375 -1.5090 0.8889
H -1.710 1.634 2.233 -0.2747 1.5058 0.9434
H -2.266 0.293 1.407 -0.9203 -1.0269 0.8790
H -1.751 1.635 -0.356 -1.7470 1.6457 -0.5839
H -0.099 1.882 0.379 -0.9165 -0.2320 -0.9859
H 0.014 -0.667 0.043 0.4099 -0.7376 1.2897
H -1.675 -0.499 -0.554 1.1761 -0.4175 -0.1875
H -0.650 0.454 -2.573 -1.6352 1.2389 -2.5343
H 2.126 -1.323 1.471 4.1914 1.6341 2.1476
H 3.214 -1.042 -1.527 1.7675 -0.2498 -0.6730
H 1.576 -1.648 0.179 -0.1590 0.0414 0.9796

# 4
46
Properties=species:S:1:pos:R:3:forces:R:3 method="wB97M-V/def2-TZVPD" de_lowest_kj_mol=145.59 homo_energy_ev=-8.739 max_force_ev_per_a=3.113 homo_lumo_gap_ev=8.99
C 1.112 -0.782 0.144 0.1067 -0.1019 -0.3995
C 1.394 -1.244 -1.192 -0.4751 -0.0881 -0.7111
N 1.699 -1.592 -2.238 0.0895 -0.1924 -0.4185
H 2.059 -0.277 0.336 -0.2403 0.0820 1.1398
H 0.889 -1.676 0.727 0.3258 0.3196 0.4655
H 0.264 -0.099 0.183 0.1650 0.0055 -0.0910
C -1.397 2.547 -4.580 -0.1417 -0.2104 -0.4152
S -2.744 1.255 -4.624 -0.1578 0.6331 2.1622
O -3.465 1.343 -3.252 0.9283 0.1969 -2.9652
C -3.683 2.064 -5.981 -0.8805 0.5336 -0.0555
H -0.835 2.556 -3.647 -0.4373 -0.4444 0.1524
H -1.768 3.557 -4.758 -0.2941 -0.1308 0.0285
H -0.685 2.296 -5.366 -0.0848 -0.0616 -0.1558
H -4.598 1.565 -6.298 -0.0188 -0.6242 0.7585
H -3.178 2.142 -6.944 0.8677 0.0117 0.3839
H -4.009 3.054 -5.663 0.2353 0.1052 0.1130
C 5.633 3.661 -1.568 0.9999 -1.1037 0.5972
S 3.912 4.131 -1.742 0.4931 2.0603 1.8468
O 3.338 3.937 -0.347 0.4253 0.2063 -1.7452
C 4.369 6.005 -1.905 -0.7430 -0.4197 0.7575
H 6.000 3.750 -0.546 -0.6295 0.7362 0.3284
H 6.386 4.168 -2.172 -0.4696 -0.0688 -0.4951
H 5.696 2.576 -1.653 -0.0553 -0.0688 -0.7201
H 5.039 6.326 -1.107 0.5179 -0.6593 -0.0673
H 3.500 6.609 -1.645 -0.4992 -0.3718 -0.5056
H 4.753 6.290 -2.884 -0.0525 -0.3414 0.0005
C -0.189 -0.576 5.502 0.0253 0.4819 0.2202
S 1.315 -1.132 6.479 -0.6692 -0.1184 0.6901
O 1.691 -0.065 7.485 -0.8372 -1.0357 -1.1665
C 0.443 -2.506 7.419 -0.0272 0.9945 -0.3547
H -0.950 -0.198 6.185 0.2144 0.1589 0.1775
H -0.707 -1.254 4.824 0.4983 -0.8657 0.3554
H 0.120 0.212 4.816 0.3235 0.2755 0.4224
H -0.381 -2.084 7.993 0.0681 0.2278 -0.0180
H 1.144 -2.964 8.117 0.0980 0.0001 -0.3233
H 0.018 -3.204 6.697 0.3021 -0.1155 -0.0094
C -2.453 -5.280 -0.861 -0.3744 -0.1654 1.1944
S -2.978 -4.068 0.460 0.0783 1.8925 -1.7195
O -3.843 -2.973 -0.185 0.8436 -2.1936 1.1159
C -3.893 -5.173 1.576 0.3043 -0.6254 -0.6343
H -1.953 -6.067 -0.296 0.1080 -0.1129 0.0528
H -1.713 -4.851 -1.536 -0.3704 0.3368 0.1003
H -3.303 -5.738 -1.367 -0.0558 0.3516 -0.1089
H -4.212 -6.084 1.069 -0.5932 0.2557 -0.1576
H -4.695 -4.616 2.061 0.1240 -0.1142 -0.1192
H -3.143 -5.537 2.279 -0.0357 0.3684 0.2936